{"formula": "C52H130F3N8O18S", "method": "ωB97M-V/def2-TZVPD", "total_energy_ha": -4547.277332, "multiplicity": 1, "e_homo_ev": -14.9, "gap_ha": 0.2382, "lumo_ev": -8.458, "total_charge": 5, "symbols": ["C", "C", "C", "C", "C", "C", "N", "O", "C", "C", "C", "H", "H", "H", "H", "H", "H", "H", "H", "H", "H", "H", "H", "H", "H", "H", "H", "H", "H", "C", "O", "C", "C", "N", "H", "H", "C", "C", "O", "C", "H", "H", "H", "H", "H", "H", "H", "H", "H", "H", "H", "H", "H", "H", "C", "O", "C", "C", "N", "H", "H", "C", "C", "O", "C", "H", "H", "H", "H", "H", "H", "H", "H", "H", "H", "H", "H", "H", "H", "C", "O", "C", "C", "N", "H", "H", "C", "C", "O", "C", "H", "H", "H", "H", "H", "H", "H", "H", "H", "H", "H", "H", "H", "H", "C", "O", "C", "C", "N", "H", "H", "C", "C", "O", "C", "H", "H", "H", "H", "H", "H", "H", "H", "H", "H", "H", "H", "H", "H", "C", "O", "C", "C", "N", "H", "H", "C", "C", "O", "C", "H", "H", "H", "H", "H", "H", "H", "H", "H", "H", "H", "H", "H", "H", "C", "O", "C", "C", "N", "H", "H", "C", "C", "O", "C", "H", "H", "H", "H", "H", "H", "H", "H", "H", "H", "H", "H", "H", "H", "C", "O", "C", "C", "N", "H", "H", "C", "C", "O", "C", "H", "H", "H", "H", "H", "H", "H", "H", "H", "H", "H", "H", "H", "H", "C", "F", "F", "F", "S", "O", "O", "O"], "xyz": [[-1.7540, 0.0600, -1.3829], [-0.5313, -0.0750, -0.4593], [0.6143, 0.4829, -1.2952], [1.8699, 0.7874, -0.4673], [1.5004, 1.6051, 0.7748], [0.3628, 0.9857, 1.6015], [-0.8323, 0.6681, 0.7996], [-1.8249, 0.0353, 1.5522], [0.0132, 2.0584, 2.6444], [1.0364, -0.1406, 2.4187], [-0.3163, -1.6116, -0.3947], [-2.7138, -0.2670, -0.9636], [-1.7665, -0.6357, -2.2247], [-1.8164, 1.0882, -1.7464], [0.3534, 1.3580, -1.8912], [0.9947, -0.2452, -2.0164], [2.5780, 1.4054, -1.0241], [2.3211, -0.1673, -0.1875], [1.3567, 2.6419, 0.4416], [2.3965, 1.7902, 1.3788], [-0.5005, 2.9123, 2.1813], [0.8877, 2.5002, 3.1278], [-0.7059, 1.8241, 3.4335], [1.6784, -0.7948, 1.8283], [0.2963, -0.7162, 2.9823], [1.6004, 0.2803, 3.2551], [-0.3429, -1.9485, -1.4284], [-1.0019, -2.1470, 0.2626], [0.6281, -1.8382, 0.1114], [5.4156, -3.0454, 4.6393], [6.6725, -3.3260, 4.0006], [6.6085, -3.9769, 2.7746], [8.0107, -3.9508, 2.1934], [8.4282, -2.4822, 1.9919], [7.7628, -1.9352, 2.5423], [9.3505, -2.4756, 2.4200], [8.4738, -1.9896, 0.5422], [7.1114, -1.5578, 0.0777], [6.2388, -1.0750, 1.0660], [4.9702, -0.7494, 0.5370], [4.9623, -2.1791, 4.1470], [5.7322, -2.5250, 5.5457], [4.7224, -3.8381, 4.9068], [5.8668, -3.5352, 2.0945], [6.2743, -5.0100, 2.9324], [8.1444, -4.4590, 1.2408], [8.7034, -4.4179, 2.8919], [8.7574, -2.8198, -0.0966], [9.1346, -1.1310, 0.6407], [6.6619, -2.4132, -0.4420], [7.2536, -0.7912, -0.6918], [4.9162, -0.8406, -0.5462], [4.6131, 0.2710, 0.7390], [4.1730, -1.2154, 1.1265], [-0.6196, 7.3859, -7.0191], [0.3409, 6.5460, -6.3475], [1.0527, 7.0779, -5.2786], [1.8386, 6.0211, -4.5502], [2.4020, 5.1284, -5.6308], [1.6405, 4.6872, -6.1522], [2.9637, 5.6970, -6.2631], [3.2447, 3.9708, -5.1347], [2.4985, 2.9541, -4.2902], [1.5641, 2.3389, -5.1504], [0.4099, 1.7703, -4.5369], [-0.9419, 6.7409, -7.8285], [-0.1965, 8.3620, -7.2527], [-1.4002, 7.5224, -6.2642], [0.3803, 7.6304, -4.6105], [1.7418, 7.8564, -5.6387], [1.1016, 5.4251, -4.0117], [2.6391, 6.3846, -3.9137], [4.0598, 4.4954, -4.6363], [3.6106, 3.4627, -6.0267], [1.9108, 3.3623, -3.4607], [3.2344, 2.2760, -3.8475], [-0.2416, 1.7575, -5.4203], [-0.3571, 2.3283, -3.9823], [0.5344, 0.7558, -4.1709], [5.7803, 0.9199, 4.2972], [4.9910, 1.8095, 5.0785], [5.6640, 2.0307, 6.3274], [4.8792, 3.1143, 7.0317], [4.6295, 4.3792, 6.2018], [4.6386, 5.2090, 6.7884], [5.3396, 4.4692, 5.4676], [3.3899, 4.3466, 5.3175], [3.6847, 4.9734, 3.9344], [4.7318, 4.2653, 3.3733], [4.9609, 4.5677, 1.9821], [5.6831, -0.1328, 4.5922], [6.8294, 1.1130, 4.5346], [5.5103, 0.9285, 3.2437], [6.7162, 2.3016, 6.1845], [5.7956, 1.1234, 6.9229], [5.3137, 3.5346, 7.9379], [3.8761, 2.8080, 7.3259], [2.5852, 4.8982, 5.8003], [3.0735, 3.3177, 5.1693], [3.8737, 6.0363, 4.1351], [2.7598, 4.9123, 3.3516], [5.7576, 5.3133, 1.9303], [4.0094, 4.9345, 1.6012], [5.3873, 3.7416, 1.4156], [-3.7438, 2.6296, 5.2347], [-3.8388, 3.0134, 3.8673], [-4.8306, 2.3121, 3.1536], [-4.8415, 2.9245, 1.7777], [-3.4635, 2.7444, 1.2164], [-2.7881, 3.0276, 1.9357], [-3.2052, 1.7495, 1.1745], [-3.3351, 3.4686, -0.1101], [-1.9963, 4.0578, -0.3593], [-1.6338, 4.9800, 0.6394], [-0.4042, 5.6164, 0.4008], [-3.8811, 1.5747, 5.4926], [-4.5763, 3.0720, 5.7908], [-2.8144, 2.9587, 5.6898], [-5.8253, 2.3703, 3.6073], [-4.5979, 1.2404, 3.1184], [-5.1797, 3.9565, 1.8267], [-5.5454, 2.3615, 1.1642], [-4.0425, 4.3003, -0.1160], [-3.7057, 2.8145, -0.8951], [-2.0642, 4.5255, -1.3503], [-1.2192, 3.2845, -0.4124], [0.3916, 4.9358, 0.0676], [-0.1037, 6.0699, 1.3411], [-0.4368, 6.3291, -0.4297], [0.5068, -10.5917, -1.2623], [0.6923, -9.1850, -1.3296], [1.4037, -8.8032, -2.4971], [1.7762, -7.3411, -2.5205], [0.6708, -6.5104, -1.8723], [-0.2317, -6.6712, -2.3317], [0.3815, -6.8335, -0.9411], [0.8809, -5.0492, -1.7536], [1.8226, -4.8933, -0.5680], [1.2105, -5.2101, 0.6778], [2.0697, -5.7406, 1.6875], [1.3659, -11.2679, -1.3136], [0.0103, -10.8637, -2.2032], [-0.0970, -10.8612, -0.4023], [0.7503, -9.0707, -3.3329], [2.3358, -9.3438, -2.6853], [1.7566, -6.9753, -3.5475], [2.7036, -7.0084, -2.0667], [-0.0784, -4.5605, -1.5652], [1.1553, -4.4978, -2.6546], [2.0394, -3.8325, -0.3916], [2.7836, -5.3933, -0.6972], [3.1510, -5.6872, 1.5609], [1.7659, -6.7423, 1.9919], [1.8151, -5.1020, 2.5388], [-6.1877, -5.6126, 2.3780], [-5.2843, -4.5243, 2.5703], [-5.5559, -3.4408, 1.6889], [-4.6053, -2.3712, 2.1426], [-3.2326, -2.5713, 1.5120], [-3.4274, -2.6855, 0.5180], [-2.6259, -1.7332, 1.4777], [-2.4253, -3.6837, 2.1666], [-1.8472, -3.2859, 3.5079], [-2.7755, -3.3788, 4.5669], [-2.0898, -3.1898, 5.7967], [-6.9686, -5.3964, 1.6493], [-6.4323, -5.9545, 3.3838], [-5.7657, -6.5372, 1.9585], [-6.5949, -3.1092, 1.7845], [-5.4332, -3.7793, 0.6522], [-4.5797, -2.1397, 3.2018], [-5.0208, -1.4840, 1.6480], [-1.5867, -4.0044, 1.5418], [-2.8565, -4.6794, 2.2704], [-1.3259, -2.3242, 3.3798], [-0.9838, -3.8892, 3.8153], [-1.6122, -2.2034, 5.7798], [-1.2673, -3.8817, 6.0056], [-2.7170, -3.2105, 6.6843], [-10.4211, 2.5770, -3.9432], [-8.9878, 2.6038, -4.1662], [-8.5669, 1.9942, -5.3647], [-7.1457, 2.4539, -5.6713], [-6.3103, 2.4821, -4.3992], [-5.4927, 3.0581, -4.5735], [-6.9056, 2.8800, -3.6673], [-5.9733, 1.0688, -3.9820], [-4.9468, 1.0403, -2.8326], [-5.4597, 1.2867, -1.5246], [-6.4542, 0.3929, -1.0826], [-10.5370, 3.4195, -3.2662], [-10.6993, 1.6282, -3.4887], [-10.9401, 2.7767, -4.8794], [-9.2750, 2.1543, -6.1765], [-8.4503, 0.9183, -5.1860], [-7.1501, 3.4335, -6.1621], [-6.6059, 1.9803, -6.4936], [-5.4781, 0.5925, -4.8311], [-6.8318, 0.4181, -3.8352], [-4.0707, 1.6533, -3.0326], [-4.6375, -0.0101, -2.8147], [-6.3930, -0.5440, -1.6460], [-7.4157, 0.8784, -1.2741], [-6.4109, 0.1449, -0.0219], [-1.6583, -1.4801, -5.3777], [-1.3977, -0.7279, -6.4370], [-1.3522, -0.7831, -4.2814], [-2.9496, -1.8317, -5.3876], [-0.5450, -3.0270, -5.4294], [-0.9039, -3.7959, -4.2258], [-0.7937, -3.7041, -6.6955], [0.7899, -2.4237, -5.3904]], "forces_ev_per_angstrom": [[-0.97, -0.33, -0.14], [-1.51, -0.92, -0.84], [1.69, 0.39, 0.34], [-0.60, 0.52, 0.64], [0.47, 0.28, -0.91], [0.80, 0.63, 1.42], [1.17, 0.16, -1.08], [-0.66, -0.26, 0.09], [-1.17, 1.15, 0.04], [-0.69, -0.44, 0.59], [0.71, 0.39, 1.33], [0.10, 0.59, 0.84], [0.86, 0.41, -0.16], [-0.29, 0.02, -0.05], [-0.31, 0.15, 0.32], [-0.72, -0.21, -0.21], [0.18, -0.41, -0.28], [0.23, 0.08, 0.00], [-0.95, -0.07, -0.11], [-0.08, -0.62, 0.44], [0.24, 0.01, -0.45], [0.20, -0.30, -0.06], [0.24, -0.83, -0.02], [-0.06, -0.10, 0.05], [-0.22, -0.26, -0.55], [0.43, 0.25, -0.38], [0.12, -0.50, 0.18], [-0.48, 0.20, -0.40], [0.31, -0.06, -0.47], [1.11, 2.09, 0.55], [-0.44, 0.21, 0.46], [-0.49, -1.00, -0.44], [-0.31, 0.24, -0.11], [-0.12, -1.81, -0.38], [0.17, 0.30, 0.12], [0.09, 0.77, -0.09], [-0.28, 0.51, 2.05], [-0.82, -0.17, -1.29], [0.54, 0.15, 0.53], [-1.28, 1.00, 0.63], [-0.61, -0.59, -0.69], [-0.03, -0.62, 0.41], [0.30, -0.43, -0.49], [0.14, 0.30, -0.01], [0.28, -0.12, -0.21], [-0.34, -0.02, -0.02], [0.02, 0.23, 0.11], [0.80, 0.30, 0.06], [0.36, -0.24, -0.69], [-0.25, 0.02, 0.11], [0.15, -0.05, -0.04], [-0.16, -0.58, 0.09], [1.13, 0.48, -0.05], [0.20, -1.10, -0.57], [0.25, -0.54, 1.70], [0.66, -1.26, -0.15], [-0.02, 2.39, -0.27], [-1.18, -0.97, -1.00], [0.02, -1.05, 0.83], [-0.27, 0.55, -0.24], [-0.11, -0.07, -0.26], [0.38, 0.77, 0.10], [-0.65, 0.31, 0.14], [0.10, 0.55, 0.89], [-1.58, -0.44, -2.54], [-0.18, 0.63, -0.34], [0.02, -0.16, -0.53], [-0.41, 0.25, -0.47], [0.05, -0.26, 0.35], [0.11, -0.01, -0.11], [0.42, -0.24, 0.27], [-0.04, 0.09, -0.05], [0.22, -0.61, 0.25], [0.11, 0.03, 0.04], [0.42, 0.44, 0.15], [0.01, -0.22, -0.22], [0.14, -1.14, -0.20], [1.34, 0.92, 1.16], [0.29, 0.12, 0.10], [0.24, -0.74, 0.53], [0.81, -0.51, 0.51], [-0.15, 0.44, -0.53], [-0.71, 1.03, 0.85], [-0.17, -1.01, -1.67], [0.04, 0.03, 0.04], [0.62, 0.01, 0.39], [-0.56, 0.16, -0.54], [-0.70, 0.11, 1.60], [0.60, -0.58, -0.60], [0.48, 0.75, 0.76], [-0.49, 0.07, 0.35], [0.17, 0.32, -0.83], [0.13, 0.64, 0.02], [-0.07, 0.56, -0.40], [-0.78, -0.04, 0.26], [0.51, -0.63, 0.04], [0.05, -0.34, -0.12], [0.08, 0.00, 0.13], [0.30, -0.09, 0.26], [0.37, 0.13, -0.51], [0.00, -0.06, -0.06], [-0.37, 0.44, -0.10], [0.23, -0.03, -0.60], [-0.56, -0.52, 0.37], [-0.94, 0.19, 1.04], [0.31, -0.59, 0.30], [-0.08, -0.05, 0.40], [-0.30, -1.29, 0.42], [-0.32, 0.83, -0.39], [-0.01, 0.80, -0.12], [0.09, -0.80, -0.43], [-0.66, 0.24, 0.74], [1.25, -0.34, -0.55], [-0.60, -0.23, -0.01], [0.56, -0.13, -0.36], [0.35, -0.33, -0.90], [0.11, 0.42, -0.03], [0.10, 0.20, -0.40], [0.01, 0.33, 0.09], [0.21, -0.05, -0.13], [0.59, 0.17, -0.18], [0.13, 0.11, -0.26], [-0.09, -0.06, 0.48], [0.42, -0.31, 0.07], [0.11, 0.20, -0.02], [-0.04, -0.17, -0.05], [-0.14, -0.48, 0.37], [0.00, 0.27, -0.17], [-0.44, 0.39, 0.28], [-0.72, -0.85, -1.39], [1.52, 0.65, 0.62], [-0.27, -0.80, -0.23], [-1.46, 1.18, -0.02], [-1.52, -0.32, -0.41], [0.34, -0.04, -0.81], [0.90, -0.33, 0.25], [0.11, 0.61, 1.12], [0.28, 2.10, 0.70], [0.01, -1.47, -0.91], [-1.07, 0.64, 1.35], [0.69, 0.80, 0.51], [-0.58, -0.17, 0.29], [-0.06, 0.30, -0.02], [0.05, 0.34, -0.32], [0.00, -0.31, 0.39], [0.31, -0.17, -0.08], [0.05, -0.51, 0.24], [-0.09, -0.37, 0.40], [0.59, -0.75, -0.30], [0.34, 0.13, -0.98], [-0.12, -0.28, -0.07], [-0.08, 0.07, -0.69], [0.13, -0.18, -0.42], [0.41, -0.16, 0.27], [0.50, -1.20, 0.29], [-0.52, -0.20, -0.97], [0.39, -1.43, 1.60], [-0.30, 1.67, -2.01], [-0.38, -1.08, 0.95], [0.20, -0.79, -0.01], [0.28, 1.20, 0.69], [1.15, -1.21, 0.03], [0.68, 0.23, 0.27], [0.14, 0.16, 0.04], [0.62, 0.94, 0.45], [-0.55, 0.37, 0.71], [-0.99, 0.36, -0.18], [0.86, 0.45, -0.23], [0.02, 0.12, 0.15], [0.28, 0.38, -0.19], [0.32, -0.66, 0.10], [0.50, 0.34, 0.12], [0.19, 1.01, -0.37], [-1.44, 0.63, -0.05], [-0.70, 0.60, 0.35], [-0.11, -0.72, -0.69], [-0.05, 0.15, 0.05], [-0.16, -0.47, -0.53], [-0.60, -0.16, -0.46], [0.98, 0.52, 0.16], [0.41, 0.19, -0.46], [0.68, -1.20, 0.73], [-0.19, 1.79, -1.17], [-1.47, -1.29, -0.83], [0.19, -0.09, 0.30], [-0.08, 0.40, -0.05], [1.81, 0.22, -0.12], [-1.30, -1.71, 0.45], [1.02, 1.15, -0.08], [-0.84, -0.15, -0.79], [-0.57, -0.22, 0.11], [-0.21, 0.04, -0.08], [-0.14, -0.12, 0.07], [0.28, 0.12, -0.23], [-0.65, -0.23, -0.24], [-0.18, 0.58, 1.04], [-0.11, -1.20, 0.60], [0.15, 0.27, -0.12], [-0.41, 0.70, 0.39], [-0.09, 0.23, 0.18], [0.47, 0.02, -0.28], [-0.13, -0.07, 0.09], [-0.20, -0.41, 0.10], [0.47, 0.35, 0.03], [1.36, -2.53, -0.93], [-0.33, 0.47, -0.05], [-0.58, 0.59, 0.39], [-0.16, 0.65, 0.37], [1.36, -0.89, -1.30], [-0.07, 0.72, -0.12], [-0.63, 0.84, 1.35], [-0.87, 0.13, 0.76]], "mulliken_charge": [-1.727, 2.744, -1.008, -0.529, -0.783, 2.051, 1.257, -1.371, -1.074, -1.670, -1.074, 0.091, 0.474, -0.015, -0.235, 0.605, 0.488, -0.463, -0.298, 0.327, 0.008, -0.181, 0.333, -0.097, 0.111, 0.554, 0.782, -1.004, 0.122, -0.660, -0.378, -0.083, -0.815, -0.001, 0.148, 0.420, -0.962, -0.425, -0.104, -0.984, 0.121, 0.324, 0.358, -0.012, 0.543, 0.371, 0.432, 0.346, 0.450, 0.432, 0.567, 0.577, 0.117, 0.271, -0.736, -0.329, -0.722, -0.433, -0.104, 0.424, 0.406, -1.214, 0.077, -0.477, -0.694, 0.255, 0.320, 0.312, 0.481, 0.429, 0.230, 0.347, 0.449, 0.417, 0.171, 0.384, 0.507, 0.270, 0.244, -0.699, -0.086, -0.579, -0.938, 0.011, 0.420, 0.337, -0.806, -0.393, -0.323, -0.704, 0.178, 0.432, 0.088, 0.490, 0.454, 0.443, 0.373, 0.459, 0.280, 0.338, 0.376, 0.325, 0.322, 0.145, -0.909, -0.363, -0.413, -0.395, 0.765, 0.458, -0.482, 0.033, 0.123, -0.384, -0.625, 0.329, 0.384, 0.286, 0.562, 0.040, 0.560, 0.070, 0.688, -0.579, 0.619, -0.268, 0.103, 0.231, 0.393, -0.774, -0.299, -0.674, -0.589, 0.006, 0.451, 0.498, -0.902, -0.408, -0.215, -0.826, 0.329, 0.327, 0.256, 0.510, 0.408, 0.362, 0.361, 0.335, 0.230, 0.212, 0.549, 0.331, 0.302, 0.226, -0.866, -0.344, -0.734, -0.178, 1.147, 0.588, -1.025, -0.304, -0.044, -0.278, -0.808, 0.389, 0.283, 0.295, 0.554, 0.356, 0.541, -0.112, 0.133, 0.429, -0.198, 0.605, 0.281, 0.316, 0.302, -0.757, -0.362, -0.468, -0.795, -0.014, 0.399, 0.420, -0.865, -0.700, -0.256, -1.048, 0.271, 0.286, 0.358, 0.539, 0.286, 0.402, 0.443, 0.570, 0.363, 0.305, 0.504, 0.480, 0.298, 0.317, 0.454, -0.222, -0.123, -0.225, 1.153, -0.641, -0.655, -0.703]}